# 1
# C28H56B2Br12N3O5

C28H56B2Br12N3O5 as an isolated structure in a non-equilibrium geometry (wB97M-V/def2-TZVPD, the OMol25 dataset).

Each line ends with the Mulliken charge.
CARTESIAN COORDINATES (ANGSTROEM)
C1 -8.3278 5.0103 -4.0689  -0.349
H1 2.0262 -3.1915 -3.8864  0.242
O1 -5.7314 2.9031 -1.4896  -0.273
H2 -1.2884 -1.1007 -5.4194  0.325
C2 0.8059 -2.3845 2.1656  -0.872
H3 0.5393 4.4332 -4.8711  0.393
C3 -0.2795 -0.8148 -1.0244  1.123
H4 -1.0303 4.6351 -1.2180  -0.604
H5 2.8584 0.7565 -2.2952  0.167
C4 3.4047 -4.9922 10.8014  -0.303
O2 -1.2132 -1.1059 -2.0157  -0.982
H6 0.9099 -3.2255 1.4819  0.232
H7 -1.9465 3.5645 -4.7976  0.474
Br1 5.9330 -4.4858 3.3957  -0.013
Br2 8.1966 -4.7823 7.5568  -0.012
H8 1.1681 6.5756 -0.8326  0.333
C5 0.2847 5.3507 0.7074  -1.097
C6 1.6585 -3.8787 -1.8733  0.749
H9 -1.3225 6.0646 -2.1552  0.507
H10 2.9785 -2.1387 2.3103  0.071
C7 2.1062 -2.1262 2.9582  -0.119
H11 -6.8468 2.1287 0.9059  0.346
C8 -0.7845 1.3598 -0.2616  -0.428
Br3 -8.9594 3.3864 -3.2383  -0.043
H12 1.1000 4.6290 0.6440  0.252
H13 0.2688 1.7847 -3.6072  -0.125
Br4 4.7604 -3.7910 10.1463  -0.030
Br5 7.1860 -6.4473 10.0874  -0.030
H14 2.2666 -2.9149 3.6998  0.056
H15 2.4609 -4.4696 10.7447  0.374
C9 0.4485 4.8777 -2.7248  -0.447
H16 -2.5843 0.8112 -1.4135  0.031
Br6 -9.3629 5.4492 -5.6369  -0.049
C10 -5.3464 1.8558 -0.6122  1.060
H17 -1.6225 3.2972 -3.0704  -0.749
H18 1.3035 -5.3408 -0.3445  0.307
H19 1.2632 5.5979 -2.8584  0.573
H20 -0.5163 2.3984 -0.4589  -0.071
C11 0.3154 -1.1015 1.4711  -0.392
H21 -2.0693 1.0847 -5.3799  0.541
H22 -3.1722 2.9564 -1.2280  0.092
C12 -6.5452 1.3551 0.1973  -1.689
H23 3.4186 -4.0405 -3.1249  0.309
H24 -6.3282 0.4282 0.7243  0.396
O3 0.8863 -1.1922 -2.9579  -1.156
H25 1.1566 -0.4730 1.1804  0.323
Br7 6.6272 -7.5287 7.1335  -0.046
H26 -1.6839 -1.0365 0.6441  0.253
C13 3.2889 -0.2421 -2.2274  -1.038
C14 -0.5276 5.4697 -1.7006  0.372
C15 -1.5036 0.8735 -4.4585  -0.159
H27 -4.6528 3.4509 0.5709  0.552
H28 4.3336 -0.2136 -1.8932  0.263
H29 -0.7651 -2.4326 0.1916  0.891
H30 2.8127 -4.3660 -0.1077  0.126
H31 2.0023 -4.9469 -3.6564  0.491
H32 5.0550 -6.1908 4.9550  0.047
H33 3.3098 -0.6728 -3.2277  0.217
C16 -0.8058 -0.4888 -4.6503  -1.225
H34 -0.2101 -0.5162 2.2293  0.838
H35 5.9094 -5.4316 8.2274  -0.319
C17 -2.3070 1.2513 -0.4571  -0.271
H36 -6.6617 2.8052 -1.7298  0.048
N1 0.7189 -3.0828 -1.6052  -0.175
Br8 3.0994 -5.9486 3.4614  -0.010
N2 -2.9826 2.5635 -0.3120  -0.046
Br9 4.0311 -4.1637 5.9346  0.064
H37 -0.5628 1.1896 0.7993  -0.144
H38 0.4353 5.9800 1.5874  0.428
H39 0.0641 -2.6206 2.9376  0.405
O4 -0.0149 0.5787 -1.1474  -0.066
C18 -0.6920 -1.3556 0.3253  -2.630
Br10 -6.4450 4.9195 -4.4508  0.015
H40 3.9349 -1.8964 -0.3093  0.184
H41 -0.6404 4.7993 0.8786  0.233
H42 0.1911 -0.2536 -5.0449  0.198
H43 0.8937 3.9751 -2.2927  0.044
N3 2.1110 -0.8690 3.7145  -0.663
Br11 3.6941 -5.4498 12.6518  -0.027
H44 2.7053 -5.6776 -1.3199  0.473
H45 -4.9401 1.0010 -1.1611  0.053
H46 -0.7903 -2.5822 -3.7216  -0.408
H47 -4.2265 1.9048 1.2746  0.493
C19 -0.1929 4.5591 -4.0701  -1.169
B1 -0.5597 -1.4433 -3.3090  1.857
Br12 3.2573 -6.5590 9.6872  0.003
H48 1.1951 -0.6374 4.0708  0.276
H49 -2.2406 0.8806 -3.6525  -0.003
C20 -1.1677 3.3573 -4.0612  0.451
O5 3.1025 -1.4861 -0.0230  -0.752
C21 6.8481 -5.9700 8.2489  0.340
H50 -0.7766 5.4461 -4.3476  0.445
H51 -2.7527 0.6162 0.3096  0.480
H52 2.4907 -0.1101 3.1685  0.297
C22 2.1613 -4.8675 -0.8195  -1.187
H53 -0.4915 7.0476 -0.2773  0.299
H54 -7.3830 1.1533 -0.4783  0.480
B2 2.4510 -1.1340 -1.2234  1.271
C23 0.1747 6.2281 -0.5504  -0.666
C24 2.3293 -3.9958 -3.2243  -1.469
C25 -0.4881 2.0223 -4.3588  -0.258
C26 4.5954 -5.3243 4.5009  -0.062
C27 -4.2893 2.4463 0.3304  -1.264
C28 0.9749 -1.6247 -1.5878  -0.071
H55 0.0028 2.0945 -5.3337  0.410
H56 -8.4739 5.8089 -3.3563  0.386

As for the total energy: -886514.92541 eV. The spin multiplicity is 1. Its orbital gap is 0.180 hartree. For the LUMO energy, the calculation gives 0.868 eV. Its charge is -1.

# 2
# C3H6N2S

The molecule C3H6N2S in a non-equilibrium geometry (wB97M-V/def2-TZVPD, the OMol25 dataset).

Each line ends with the Mulliken charge.
CARTESIAN COORDINATES (ANGSTROEM)
S1 1.5512 -0.3845 1.7783  -0.137
H1 -2.1906 -0.1991 -0.2610  0.350
H2 -1.5335 0.3285 -1.6568  0.363
N1 1.4133 -0.8138 -1.0758  -0.318
C1 -1.6188 0.5616 -0.6748  -1.115
C2 -0.0646 -0.1594 1.1325  -0.257
C3 -0.2695 0.4728 -0.0343  -0.113
H3 -2.0858 1.5971 -0.4314  0.237
H4 0.4888 1.2916 -0.2024  0.360
H5 -0.8606 -0.8155 1.4816  0.295
H6 3.0888 -1.0442 0.0215  0.277
N2 2.0813 -0.8351 -0.0772  0.058

As for the total energy: -17019.89306 eV. The spin multiplicity is 1. Its orbital gap is 0.317 hartree. For the LUMO energy, the calculation gives 0.194 eV. The value obtained for the relative energy (zero: lowest compared OMol25 entry of this formula, charge and spin) is 95.7 kcal per mole.

# 3
# C4H11NS

An isolated ion of composition C4H11NS and charge +1 in a non-equilibrium geometry (wB97M-V/def2-TZVPD, the OMol25 dataset).

Each line ends with the Löwdin spin population.
CARTESIAN COORDINATES (ANGSTROEM)
N1 1.1343 -1.5053 -0.8366  0.503
C1 0.8704 -0.5581 0.3379  0.086
C2 -0.5821 1.6146 1.2307  0.018
C3 0.4021 -2.7322 -1.3133  0.044
S1 0.9584 1.2825 0.4200  0.218
C4 -1.3621 2.6514 0.2876  0.023
H1 1.8607 -0.7410 0.9877  0.064
H2 0.6605 -3.6086 -0.8364  0.015
H3 -2.1236 3.2548 0.7637  0.004
H4 -1.7172 2.0643 -0.5864  0.000
H5 -0.6198 3.3342 -0.1079  0.003
H6 0.5785 -2.8108 -2.4069  0.015
H7 -0.6790 -2.3067 -1.2038  0.001
H8 -0.1174 -0.8867 0.9077  0.003
H9 -0.3115 2.0067 2.1795  0.001
H10 2.1633 -1.7082 -1.0895  0.004
H11 -1.1155 0.6491 1.2659  0.000

As for the total energy: -16641.26838 eV. The spin multiplicity is 2. Its orbital gap (spin up / spin down) is 0.389 / 0.205 hartree. For the LUMO energy (spin up / spin down), the calculation gives -3.212 / -7.668 eV. The value obtained for the relative energy (zero: lowest compared OMol25 entry of this formula, charge and spin) is 45.8 kcal per mole. Its charge is +1.

# 4
# C2H5NS2

The molecule C2H5NS2 in a non-equilibrium geometry (wB97M-V/def2-TZVPD, the OMol25 dataset).

Each line ends with the Mulliken charge.
CARTESIAN COORDINATES (ANGSTROEM)
H1 0.7885 2.0871 -2.5699  0.136
N1 -0.5192 -0.7049 2.8823  -0.520
C1 -0.3194 -0.5929 1.6436  0.007
H2 -0.6628 0.3136 -1.1459  0.374
H3 -0.0396 -1.1770 0.8188  0.340
S1 -0.2684 1.1458 1.2762  -0.038
H4 -0.3769 -1.6552 3.2244  0.229
S2 0.0957 2.5886 -1.4400  -0.197
C2 0.0624 0.9716 -0.5070  -0.699
H5 0.9762 0.3807 -0.5670  0.368

As for the total energy: -25314.05822 eV. The spin multiplicity is 1. Its orbital gap is 0.351 hartree. For the LUMO energy, the calculation gives 0.605 eV. As for the structure (SMILES): [H]/N=C/SCS. The value obtained for the relative energy (zero: lowest compared OMol25 entry of this formula, charge and spin) is 40.8 kcal per mole.